{
  "formula": "C35H73ClIN10O8S",
  "method": "ωB97M-V/def2-TZVPD",
  "elements": ["C", "C", "C", "Cl", "C", "C", "N", "C", "C", "C", "S", "N", "C", "C", "C", "I", "H", "H", "H", "H", "H", "H", "H", "H", "H", "H", "H", "H", "H", "H", "H", "H", "H", "C", "C", "O", "N", "C", "H", "H", "H", "H", "H", "H", "H", "C", "C", "O", "N", "C", "H", "H", "H", "H", "H", "H", "H", "C", "C", "O", "N", "C", "H", "H", "H", "H", "H", "H", "H", "C", "C", "O", "N", "C", "H", "H", "H", "H", "H", "H", "H", "C", "C", "O", "N", "C", "H", "H", "H", "H", "H", "H", "H", "C", "C", "O", "N", "C", "H", "H", "H", "H", "H", "H", "H", "C", "C", "O", "N", "C", "H", "H", "H", "H", "H", "H", "H", "C", "C", "O", "N", "C", "H", "H", "H", "H", "H", "H", "H"],
  "coordinates": [[-2.221302, 2.815183, 1.699901], [-3.100079, 1.574620, 1.576279], [-2.854172, 0.876213, 0.239294], [-3.650604, -0.720832, 0.132869], [-3.217456, 1.671117, -0.985206], [-4.549443, 2.015114, -1.240302], [-5.531321, 1.698022, -0.297471], [-4.843590, 2.724675, -2.391579], [-3.849959, 3.111894, -3.259972], [-2.538663, 2.767607, -2.998409], [-1.303752, 3.173625, -4.194244], [-2.242810, 2.049408, -1.874210], [-0.821684, 1.631474, -1.690786], [-0.595437, 0.225305, -2.217951], [0.871576, -0.113087, -2.145316], [1.162780, -2.173674, -2.617560], [-2.619139, 3.620788, 1.088048], [-1.230105, 2.569235, 1.369376], [-2.172485, 3.174650, 2.720245], [-4.141205, 1.856979, 1.686528], [-2.876133, 0.848906, 2.350152], [-1.808808, 0.627046, 0.215354], [-5.694436, 0.703654, -0.203544], [-6.407927, 2.143619, -0.532755], [-5.870187, 2.981512, -2.597002], [-4.071521, 3.656742, -4.158661], [-0.762662, 4.170290, -3.490257], [-0.564325, 1.711618, -0.652786], [-0.206775, 2.341074, -2.219282], [-1.164573, -0.483414, -1.623685], [-0.960832, 0.155305, -3.239011], [1.274101, 0.019426, -1.152267], [1.460139, 0.434063, -2.865966], [-2.358063, -5.930479, -6.520729], [-2.010777, -4.873775, -5.502045], [-2.698125, -3.866671, -5.350775], [-0.910108, -5.068105, -4.736803], [0.014182, -6.185676, -4.752490], [-3.262033, -5.624892, -7.035589], [-1.551381, -6.048169, -7.245524], [-2.547493, -6.890983, -6.041830], [-0.747867, -4.313633, -4.089358], [0.038394, -6.682937, -3.781846], [1.024393, -5.850943, -4.993674], [-0.292634, -6.910075, -5.498354], [-7.421602, -6.396696, -4.383579], [-5.977067, -6.191182, -4.781688], [-5.394376, -6.972617, -5.516820], [-5.338020, -5.099508, -4.290128], [-5.851402, -4.073501, -3.412664], [-7.773715, -7.305934, -4.858850], [-7.519404, -6.499718, -3.302337], [-8.041314, -5.561323, -4.711190], [-4.386763, -4.997897, -4.614967], [-5.800249, -3.094742, -3.894864], [-5.271162, -4.025015, -2.488131], [-6.885826, -4.279655, -3.157033], [2.308694, 3.062187, 2.531655], [1.442937, 1.846117, 2.365685], [0.934910, 1.546122, 1.277327], [1.225282, 1.079032, 3.448854], [1.736836, 1.275749, 4.796269], [2.392782, 3.560592, 1.571219], [1.871737, 3.753251, 3.252858], [3.309961, 2.804379, 2.869370], [0.640944, 0.276047, 3.276278], [2.344916, 0.424762, 5.102208], [0.916023, 1.389344, 5.504256], [2.351365, 2.167709, 4.832710], [-3.940560, 7.124723, 4.762840], [-3.876723, 5.718154, 4.216535], [-2.854120, 5.053856, 4.266233], [-5.014891, 5.210074, 3.670059], [-6.310423, 5.850030, 3.537561], [-2.963113, 7.373126, 5.161808], [-4.198565, 7.839051, 3.980517], [-4.679813, 7.201644, 5.560218], [-4.915824, 4.263996, 3.339296], [-7.077283, 5.293721, 4.077980], [-6.608883, 5.916022, 2.489837], [-6.271613, 6.854837, 3.942194], [5.314895, 6.973787, 3.711203], [4.687448, 5.945599, 2.797277], [4.802522, 4.743815, 3.010445], [3.993697, 6.392188, 1.727172], [3.766023, 7.758400, 1.313284], [5.829683, 6.446929, 4.507615], [6.033721, 7.590817, 3.171617], [4.556791, 7.625630, 4.146394], [3.610735, 5.660769, 1.145722], [2.698379, 7.985484, 1.284321], [4.173393, 7.922745, 0.314518], [4.241973, 8.447948, 2.002533], [2.591159, -3.296515, 0.803409], [3.035506, -4.373127, 1.768340], [4.212477, -4.567451, 2.016303], [2.059837, -5.121279, 2.352286], [0.625167, -5.029474, 2.165341], [3.475398, -2.795861, 0.422649], [2.038570, -3.722774, -0.033180], [1.956236, -2.563940, 1.305144], [2.408413, -5.818862, 2.990383], [0.122565, -4.803191, 3.107377], [0.220661, -5.967079, 1.781126], [0.393062, -4.242597, 1.455434], [3.206318, 3.390643, -2.091497], [4.034864, 4.644460, -1.917854], [3.975049, 5.309784, -0.892867], [4.854878, 4.999036, -2.930409], [5.062741, 4.328241, -4.201442], [2.619666, 3.249686, -1.187052], [2.538490, 3.481405, -2.951021], [3.843860, 2.517931, -2.237151], [5.384782, 5.836888, -2.746409], [6.103281, 4.022558, -4.310102], [4.810139, 4.987953, -5.031967], [4.439276, 3.443232, -4.264286], [7.586915, -8.508034, 4.868223], [6.448063, -9.308984, 4.277009], [6.234830, -10.463779, 4.602335], [5.661593, -8.683691, 3.360677], [5.757407, -7.322959, 2.857984], [8.110091, -9.144269, 5.574050], [8.283097, -8.185938, 4.093411], [7.216198, -7.624892, 5.389300], [4.926253, -9.271589, 3.002642], [4.850776, -6.760219, 3.064426], [5.915973, -7.322833, 1.778644], [6.587772, -6.805145, 3.324315]],
  "forces_ev_per_angstrom": [[-0.40, -0.28, -0.12], [-0.26, 0.29, -0.02], [0.24, 0.14, 0.17], [-0.22, -0.30, -0.03], [0.55, 0.18, -0.47], [0.09, -0.04, 0.29], [-0.34, 0.17, -0.58], [-0.12, 0.16, 0.09], [0.28, -0.18, 0.15], [-0.24, -0.14, 0.26], [-0.05, -0.04, -0.39], [-0.40, -0.06, -0.03], [-0.19, -0.07, 0.14], [-0.20, 0.16, 0.07], [-0.02, -0.40, -0.08], [0.08, -0.02, -0.11], [0.01, 0.21, -0.11], [0.71, 0.09, -0.08], [-0.06, 0.09, 0.18], [-0.16, -0.18, -0.02], [0.13, -0.13, 0.13], [0.31, -0.05, 0.01], [0.24, -0.11, 0.29], [-0.07, 0.00, 0.03], [-0.18, 0.05, -0.08], [-0.03, 0.13, -0.14], [0.12, 0.19, 0.11], [0.17, 0.09, 0.53], [0.07, 0.11, -0.04], [-0.16, -0.15, 0.07], [-0.02, -0.07, -0.20], [0.11, 0.11, 0.26], [0.14, 0.19, -0.12], [0.02, 0.07, -0.01], [0.01, -0.09, -0.12], [-0.01, -0.08, 0.13], [-0.01, 0.01, -0.01], [-0.02, 0.14, 0.05], [-0.03, 0.00, 0.01], [0.02, -0.03, 0.02], [-0.01, -0.01, -0.01], [0.07, 0.03, 0.07], [-0.02, -0.03, -0.01], [0.00, -0.01, -0.04], [0.00, -0.03, -0.02], [0.03, -0.04, -0.04], [-0.01, 0.04, 0.05], [0.00, -0.03, -0.01], [0.04, -0.08, 0.08], [0.08, -0.03, -0.11], [0.01, -0.02, -0.02], [-0.02, 0.03, 0.01], [-0.01, 0.02, 0.03], [-0.02, 0.22, -0.07], [-0.04, 0.01, 0.00], [-0.03, -0.02, 0.02], [-0.03, 0.02, 0.02], [-0.09, -0.08, -0.14], [-0.03, 0.06, -0.20], [-0.10, -0.06, -0.09], [-0.03, -0.05, 0.14], [-0.07, -0.09, -0.08], [0.00, -0.01, -0.03], [0.05, 0.01, 0.04], [0.03, 0.07, 0.04], [0.01, -0.02, 0.01], [0.03, 0.01, 0.00], [0.00, 0.04, 0.00], [0.02, 0.02, 0.02], [0.06, -0.02, -0.01], [-0.03, 0.07, 0.10], [-0.03, -0.08, -0.09], [-0.03, 0.04, -0.08], [0.08, -0.14, -0.01], [0.03, -0.01, 0.00], [-0.03, 0.02, 0.02], [-0.03, 0.02, -0.01], [-0.01, -0.03, 0.02], [-0.01, 0.02, 0.03], [0.01, 0.04, 0.00], [-0.02, 0.03, 0.01], [0.01, -0.05, 0.01], [0.04, -0.04, -0.02], [0.00, 0.06, 0.08], [-0.21, 0.00, 0.27], [0.02, -0.11, -0.09], [0.00, -0.03, 0.01], [-0.02, 0.04, 0.00], [0.01, 0.04, -0.02], [0.21, 0.09, -0.17], [0.00, 0.02, 0.04], [0.02, 0.02, 0.01], [0.01, 0.03, 0.01], [0.06, -0.03, 0.06], [-0.01, 0.06, -0.04], [-0.06, 0.00, 0.02], [-0.05, 0.00, 0.01], [0.12, -0.07, 0.07], [0.04, -0.02, 0.01], [-0.04, 0.02, 0.04], [-0.05, 0.00, -0.05], [0.01, -0.01, 0.01], [-0.01, 0.03, -0.01], [-0.01, 0.01, -0.03], [-0.03, 0.01, -0.02], [-0.06, -0.01, 0.07], [0.01, -0.09, 0.11], [-0.14, -0.02, -0.17], [0.02, 0.03, -0.13], [0.04, 0.12, 0.11], [0.01, 0.00, 0.01], [0.03, -0.03, -0.03], [-0.01, -0.01, -0.04], [0.03, 0.00, 0.01], [0.00, -0.04, 0.00], [-0.03, -0.01, -0.01], [-0.01, -0.03, -0.01], [0.00, -0.06, 0.02], [0.04, 0.05, 0.02], [-0.01, 0.00, 0.00], [-0.01, 0.11, -0.03], [-0.05, -0.32, 0.00], [0.00, -0.03, 0.01], [0.00, 0.04, 0.00], [0.02, 0.03, -0.02], [-0.01, -0.02, -0.02], [0.00, 0.08, 0.02], [0.03, 0.06, -0.01], [0.02, 0.02, 0.01]],
  "lowdin_charge": [-0.062, -0.240, -0.613, 0.717, -0.127, -0.235, 0.115, 0.043, -0.044, -0.529, 0.900, 0.038, -0.156, -0.293, -0.629, 0.891, 0.084, 0.041, 0.066, 0.090, 0.113, 0.073, 0.068, 0.104, 0.133, 0.117, -0.086, 0.091, 0.068, 0.084, 0.113, 0.041, 0.042, -0.009, -0.545, 0.000, 0.011, -0.068, 0.084, 0.088, 0.087, 0.075, 0.085, 0.083, 0.075, -0.012, -0.543, 0.031, 0.020, -0.081, 0.082, 0.082, 0.083, 0.094, 0.081, 0.079, 0.068, -0.005, -0.531, -0.028, 0.021, -0.055, 0.069, 0.099, 0.082, 0.136, 0.088, 0.087, 0.078, -0.007, -0.545, 0.026, 0.006, -0.075, 0.084, 0.086, 0.088, 0.128, 0.085, 0.081, 0.072, -0.010, -0.540, 0.012, 0.010, -0.077, 0.081, 0.084, 0.083, 0.090, 0.083, 0.078, 0.070, -0.039, -0.542, 0.039, 0.011, -0.077, 0.082, 0.020, 0.080, 0.135, 0.083, 0.085, 0.066, -0.005, -0.526, 0.030, 0.019, -0.066, 0.071, 0.075, 0.090, 0.146, 0.088, 0.086, 0.070, -0.014, -0.559, 0.031, 0.004, -0.076, 0.081, 0.083, 0.082, 0.134, 0.051, 0.086, 0.074],
  "charge": 1,
  "multiplicity": 1,
  "gap_ha": 0.229,
  "total_energy_ha": -3682.89286,
  "max_force_ev_per_a": 0.8
}